Entry from the Open Molecules 2025 dataset: a structure of composition C23H33AlBF9N4Na2O21P4S (ωB97M-V/def2-TZVPD).

Each line ends with the Mulliken charge.
Atoms and positions in Å:
C1 0.69107 7.69039 3.12612  0.052
C2 -0.08857 6.93909 2.61142  -1.130
C3 -0.88083 5.96584 1.84582  0.072
C4 -0.79708 4.51422 2.47149  2.849
C5 -0.35266 4.65893 3.87259  -1.804
C6 -0.20985 4.64839 5.06142  -0.086
O1 0.20417 3.73555 1.82040  -0.599
C7 -0.18845 2.91321 0.73625  -0.579
C8 -0.45678 1.39803 1.11772  -0.142
S1 0.13593 0.45483 -0.38957  0.098
O2 -1.78593 0.93604 1.10085  0.187
C9 -2.75980 0.89961 2.10694  0.826
C10 -3.41835 -0.49828 2.00758  -1.794
P1 -2.43886 1.15709 3.95000  0.698
N1 -1.84812 -0.02355 4.79349  -0.778
C11 -3.90329 1.87100 1.66782  0.118
C12 -4.31999 2.96426 2.38585  0.057
C13 -5.31772 3.80102 1.91320  -0.655
C14 -5.97166 3.60063 0.71562  0.013
C15 -5.52562 2.45541 -0.05322  -0.170
C16 -4.54159 1.63716 0.44676  -0.986
P2 0.75076 0.81917 2.43762  0.701
N2 0.78628 1.64890 3.74179  -0.603
O3 2.17045 0.92045 1.72294  -0.365
O4 0.49585 -0.76427 2.59463  -0.298
P3 -1.39642 3.60679 -0.49264  0.571
O5 -1.84508 2.62863 -1.48789  -0.765
O6 -2.68991 4.32224 0.15483  -0.333
O7 -0.63738 4.79065 -1.27265  -0.556
H1 1.37065 8.13166 3.82041  0.439
H2 -1.93641 6.24890 1.90359  0.297
H3 -0.47915 5.98410 0.83230  0.165
H4 -1.76526 4.00928 2.43715  -0.908
H5 -0.21080 4.51655 6.11981  0.504
H6 0.73169 2.85109 0.14624  1.173
H7 1.34206 0.96715 -0.74241  0.051
H8 -4.31627 -0.54970 2.62161  0.376
H9 -2.69870 -1.27496 2.30683  0.453
H10 -3.67702 -0.72231 0.96777  0.525
H11 -3.71958 1.46991 4.47667  0.082
H12 -1.66020 2.33046 4.07020  0.010
H13 -1.64352 -0.82611 4.20726  0.283
H14 -3.85942 3.24966 3.32540  0.215
H15 -5.59704 4.68916 2.51875  0.187
H16 -6.75282 4.33062 0.43679  0.215
H17 -5.98006 2.25011 -1.03349  0.350
H18 -4.26666 0.79644 -0.17746  0.079
H19 0.59735 1.04632 4.54220  0.348
H20 2.57781 1.74151 2.04470  0.341
H21 -0.18406 -1.02984 1.97075  -0.009
H22 -2.84859 5.15256 -0.31943  0.322
H23 0.12437 4.43730 -1.75734  0.386
Na1 -1.76524 -2.33469 1.08930  0.912
F1 -3.98414 -7.26947 2.96705  -0.323
P4 -2.71436 -6.51843 3.68767  0.936
F2 -3.73389 -5.21412 3.38897  -0.374
F3 -2.75544 -5.99691 5.24851  -0.329
F4 -1.51687 -5.37691 3.51005  -0.279
F5 -1.79946 -7.19464 2.50152  -0.317
F6 -2.49350 -7.93345 4.48694  -0.325
B1 3.70507 -0.37110 -2.05029  0.865
O8 4.99660 -1.01792 -1.73871  -0.515
C17 4.78293 -2.31078 -1.49597  0.482
O9 5.61815 -3.11563 -1.21207  -0.607
C18 3.27794 -2.58020 -1.63000  0.704
O10 2.71140 -3.62530 -1.47417  -0.666
O11 2.68802 -1.44032 -1.95183  -0.475
F7 3.72370 0.17113 -3.33166  -0.331
F8 3.40552 0.65160 -1.11003  -0.460
C19 0.91663 -5.55299 -5.35615  -0.148
C20 1.93078 -5.13063 -4.32258  -0.239
O12 2.88804 -4.40441 -5.10764  -0.318
C21 2.26390 -3.96120 -6.21704  0.668
O13 2.72840 -3.18580 -6.99417  -0.585
O14 1.02845 -4.51044 -6.33892  -0.378
H24 -0.09579 -5.60527 -4.96005  0.292
H25 1.16560 -6.50722 -5.81961  0.199
H26 1.51229 -4.45793 -3.57092  0.103
H27 2.39337 -5.97202 -3.82394  0.398
Al1 -6.14686 6.01955 3.59407  0.293
N3 2.25463 -8.75811 -4.46465  1.044
O15 2.23864 -9.20501 -3.31357  -0.560
O16 1.54855 -9.27222 -5.34455  -0.557
O17 2.97048 -7.77992 -4.74238  -0.539
C22 6.00270 1.50412 -6.24205  -0.934
C23 6.71269 1.98744 -4.99084  -0.192
O18 5.80599 2.62557 -4.09803  -0.548
H28 5.52357 2.34092 -6.75389  0.260
H29 6.70109 1.02419 -6.92992  0.321
H30 5.21913 0.78831 -5.98612  0.271
H31 7.48229 2.71716 -5.24426  0.291
H32 7.18881 1.14783 -4.47422  0.238
H33 5.13126 1.97602 -3.86443  0.284
N4 2.28184 -3.53115 2.14279  1.031
O19 1.13085 -3.56476 1.28129  0.043
O20 3.25205 -3.09197 1.61605  -0.458
O21 2.16083 -3.89581 3.26557  -0.489
F9 0.48011 -4.72764 1.74170  -0.111
Na2 -7.82572 2.96931 -0.99229  0.939

E_tot ... -161882.7950 eV



Entry from the Open Molecules 2025 dataset: a structure of composition C6H13NO2 (ωB97M-V/def2-TZVPD).

Each line ends with the Mulliken charge.
Atoms and positions in Å:
C1 -0.21407 -0.75232 0.10531  1.010
C2 -0.79311 1.88897 0.97444  -0.970
C3 -1.48512 -1.08588 0.80444  -1.770
C4 0.83805 -1.80429 0.13843  -1.448
C5 0.96516 0.27909 -1.96599  -1.441
N1 0.27184 1.15082 0.33344  -0.054
C6 -0.25047 0.18662 -1.05488  1.248
O1 1.34631 0.96646 1.26965  -0.441
O2 -1.40727 0.27715 -1.58014  -0.738
H1 2.10779 1.39319 0.85774  0.351
H2 -1.59899 1.99244 0.25084  0.359
H3 -1.14685 1.41127 1.89588  0.289
H4 -0.42780 2.88808 1.21837  0.310
H5 -1.27295 -1.17859 1.87487  0.407
H6 1.79333 -1.31275 0.36311  0.343
H7 -1.85489 -2.04818 0.44002  0.423
H8 -2.26709 -0.35982 0.61020  0.394
H9 0.98015 -2.27316 -0.83461  0.291
H10 0.68257 -2.54124 0.92496  0.413
H11 1.00269 -0.60945 -2.59608  0.352
H12 1.90701 0.38090 -1.42806  0.324
H13 0.82373 1.15068 -2.60194  0.351

Relative energy (zero: lowest compared OMol25 entry of this formula, charge and spin) ... 515.94 kJ/mol



Entry from the Open Molecules 2025 dataset: a structure of composition C4H8N3 (ωB97M-V/def2-TZVPD).

Each line ends with the Mulliken charge.
Atoms and positions in Å:
C1 1.49786 -1.00582 0.05323  -0.527
C2 1.63156 1.03805 0.13541  -0.285
C3 0.52582 0.09406 0.43877  0.343
C4 -3.04597 0.02982 -0.23833  -0.580
N1 -0.78332 0.02094 0.14814  0.299
N2 -1.91110 -0.08254 0.56418  -0.291
N3 2.54859 -0.05918 0.09518  -0.283
H1 1.58987 -1.83667 0.94472  0.294
H2 1.03238 -1.42994 -0.77814  0.330
H3 1.60721 1.57130 -0.83253  0.305
H4 1.98506 1.64467 0.97513  0.223
H5 -3.68635 -0.68998 0.24960  0.277
H6 -2.73255 -0.19125 -1.29882  0.376
H7 -3.53030 0.98246 0.06670  0.300
H8 3.27123 -0.08592 -0.52324  0.219

Net charge ... +1
Relative energy (zero: lowest compared OMol25 entry of this formula, charge and spin) ... 664.84 kJ/mol



Entry from the Open Molecules 2025 dataset: a structure of composition C41H51BN11PtS2 (ωB97M-V/def2-TZVPD).

Each line ends with the Mulliken charge.
Atoms and positions in Å:
Pt1 0.38709 -0.02077 0.35250  0.832
C1 3.62870 3.53520 -0.86531  -1.574
C2 3.00125 2.70014 0.25682  2.062
C3 3.51413 3.13475 1.63261  -1.257
C4 3.30161 1.24809 0.02857  0.226
C5 4.63934 0.79451 -0.04039  -1.703
C6 4.56601 -0.54244 -0.22545  -0.450
N1 3.24248 -0.89980 -0.29369  0.397
N2 2.45620 0.22022 -0.11795  0.262
B1 3.01859 -2.14164 -1.04252  -0.626
N3 1.91706 -2.61907 2.45665  1.926
C7 1.54520 -3.51958 3.58229  -0.368
C8 1.08441 -2.76712 4.55832  -1.312
C9 1.13223 -1.37176 4.08546  0.033
N4 1.57961 -1.26106 2.88328  -0.513
C10 0.78037 -0.19732 4.92748  0.684
C11 0.67117 1.08871 4.12190  -0.540
C12 1.82545 -0.09597 6.05530  -1.566
N5 2.22628 -2.27865 -2.19051  1.067
C13 2.25582 -3.35574 -3.06776  -0.639
C14 1.53602 -3.01611 -4.15380  -1.513
C15 1.05630 -1.68729 -3.88705  0.290
N6 1.46645 -1.25255 -2.72403  -0.250
C16 0.18171 -0.87338 -4.79248  1.195
C17 -0.10219 0.51114 -4.22354  -0.676
C18 0.78673 -0.79626 -6.19739  -1.652
H1 3.40470 4.58976 -0.70271  0.432
H2 4.71394 3.43479 -0.88928  0.369
H3 3.24326 3.24489 -1.84426  0.348
H4 1.93735 2.86126 0.23110  -0.850
H5 4.59626 3.02308 1.71081  0.384
H6 3.27801 4.18534 1.80093  0.454
H7 3.05495 2.54934 2.43138  0.055
H8 5.52897 1.39265 0.04927  0.688
H9 5.34055 -1.28072 -0.36414  0.587
H10 3.73607 -3.03268 -0.72322  0.056
H11 1.76652 -4.57109 3.49738  0.625
H12 0.76423 -3.09668 5.53447  0.652
H13 -0.18573 -0.43143 5.38948  0.449
H14 1.65890 1.44889 3.83076  0.102
H15 0.08145 0.92948 3.21669  -0.514
H16 0.19203 1.85908 4.72476  0.550
H17 2.82596 0.03253 5.64064  0.380
H18 1.59744 0.77230 6.67119  0.412
H19 1.82494 -0.97149 6.70422  0.455
H20 2.82802 -4.23892 -2.83376  0.595
H21 1.37319 -3.60579 -5.03989  0.512
H22 -0.77093 -1.41401 -4.86547  0.110
H23 0.81950 1.09241 -4.14626  0.368
H24 -0.79575 1.04763 -4.87124  0.485
H25 -0.54294 0.43275 -3.22627  -0.624
H26 1.78471 -0.35646 -6.16336  0.395
H27 0.86370 -1.77868 -6.66138  0.403
H28 0.16459 -0.17543 -6.84099  0.440
C19 -0.50602 4.76673 -2.09043  -0.919
N7 -0.38691 3.79516 -1.00267  0.636
C20 -0.47444 4.06189 0.33997  -1.030
C21 -0.25915 2.88650 0.98660  -0.355
N8 -0.02712 1.91450 0.04149  0.419
C22 -0.12461 2.49255 -1.14731  -0.615
H29 -0.86993 5.70365 -1.67908  0.346
H30 -1.21539 4.40198 -2.82922  0.344
H31 0.46450 4.93112 -2.55296  0.330
H32 -0.68020 5.04971 0.71442  0.696
H33 -0.23909 2.68433 2.04070  0.467
H34 0.02113 2.00611 -2.09682  0.604
N9 -1.49058 -0.09106 1.14315  -0.465
S1 -2.84836 -0.41545 0.24067  0.396
C23 -4.15623 -0.48082 1.45051  0.225
C24 -5.40240 -0.84086 0.95159  -0.316
C25 -6.47247 -0.92192 1.82640  -0.851
C26 -6.28659 -0.66026 3.17882  -0.487
C27 -5.03439 -0.30711 3.65964  -0.880
C28 -3.95221 -0.21097 2.79390  -0.099
C29 -3.20528 1.10147 -0.60079  0.387
C30 -3.35089 1.01590 -1.97819  -0.126
C31 -3.71823 2.15382 -2.68596  -0.766
C32 -3.94018 3.34233 -2.00620  -0.678
C33 -3.78460 3.41120 -0.62236  -0.831
C34 -3.41507 2.28653 0.09310  -0.330
H35 -1.51938 -0.74157 1.92581  0.337
H36 -5.53990 -1.05074 -0.10281  0.461
H37 -7.45004 -1.19479 1.45365  0.425
H38 -7.12416 -0.72965 3.85935  0.435
H39 -4.89913 -0.09359 4.71119  0.452
H40 -2.98821 0.11019 3.16599  0.499
H41 -3.20451 0.07097 -2.48840  0.477
H42 -3.85641 2.10370 -3.75759  0.512
H43 -4.25870 4.22073 -2.55282  0.497
H44 -3.98092 4.33976 -0.10205  0.524
H45 -3.31444 2.31523 1.17084  0.454
N10 3.36367 -2.64271 2.37080  -0.782
C35 1.20905 -2.96576 1.19569  -0.050
N11 0.47535 -2.14463 0.50154  0.013
C36 -0.22275 -2.87603 -0.48694  -0.883
C37 -1.00598 -2.35199 -1.51740  0.852
C38 -1.62430 -3.22725 -2.38098  -0.767
C39 -1.45267 -4.61497 -2.27201  -0.986
C40 -0.62750 -5.15012 -1.30887  -0.730
C41 -0.02555 -4.25868 -0.42465  1.400
S2 1.10010 -4.63666 0.82504  -0.297
H46 3.61667 -1.89059 1.73209  0.280
H47 3.64236 -3.53742 1.97130  0.304
H48 -1.08062 -1.28445 -1.65572  -0.692
H49 -2.24290 -2.83523 -3.17767  0.486
H50 -1.95671 -5.27384 -2.96595  0.508
H51 -0.45959 -6.21596 -1.23854  0.515

Net charge ... +3
Relative energy (zero: lowest compared OMol25 entry of this formula, charge and spin) ... 33.55 kJ/mol



- What is the formula in the first record?
  C23H33AlBF9N4Na2O21P4S